One molecule with the formula C22H27N3O3. Source: the OMol25 dataset; level of theory: ωB97M-V with the def2-TZVPD basis set.

Multiplicity: 1
Energy (Ha): -1244.6001
Structure (SMILES): Cc1ccc2c(c1)C[C@]1(CN2C)C(=O)NC(=O)N(CCC2=CCCCC2)C1=O

Geometry (Å):
O  1.21  0.43  -1.64
O  4.77  2.58  0.20
O  0.59  4.12  0.90
N  0.80  2.17  -0.25
N  2.67  3.32  0.55
N  3.60  -1.31  -0.71
C  -2.87  -0.29  -0.81
C  1.78  -2.90  -0.36
C  1.98  -0.94  1.01
C  -4.19  -0.31  -1.57
C  0.66  -3.27  0.36
C  -0.63  2.12  -0.53
C  1.29  3.25  0.45
C  4.18  -2.13  -1.74
C  3.59  2.36  0.19
C  3.87  0.11  -0.90
C  0.17  -2.50  1.40
C  -5.33  -0.03  -0.59
C  2.95  1.02  -0.09
C  -1.04  -2.91  2.19
C  -1.34  1.25  0.51
C  -3.78  1.66  0.41
C  2.69  0.34  1.28
C  1.60  1.17  -0.77
C  -5.19  1.38  -0.02
C  2.46  -1.72  -0.06
C  0.85  -1.32  1.71
C  -2.74  0.92  0.06
H  -3.65  2.53  1.04
H  0.15  -4.19  0.10
H  -4.18  0.47  -2.34
H  4.91  0.32  -0.61
H  -4.33  -1.27  -2.06
H  -0.74  1.69  -1.53
H  -1.35  1.78  1.46
H  4.27  -3.16  -1.38
H  -2.03  -0.33  -1.51
H  -1.67  -2.04  2.41
H  2.10  0.99  1.94
H  -0.74  -3.35  3.14
H  -1.62  -3.64  1.64
H  -5.30  -0.76  0.22
H  -2.79  -1.19  -0.18
H  0.50  -0.70  2.52
H  3.59  -2.12  -2.66
H  -5.87  1.51  0.83
H  5.18  -1.76  -1.96
H  -1.02  3.13  -0.52
H  3.04  4.20  0.90
H  -0.78  0.32  0.63
H  2.10  -3.52  -1.18
H  3.75  0.35  -1.97
H  -5.48  2.12  -0.77
H  3.66  0.16  1.75
H  -6.30  -0.13  -1.10